No. 1
The following is a quantum chemistry calculation of one molecule with the formula C3H4ClFN2 in a non-equilibrium geometry, from OMol25.

Geometry (Å):
C 0.52 0.76 0.97
N 0.22 -0.24 -0.11
C 0.69 -1.46 0.16
N 1.33 -2.42 0.28
C -0.87 0.03 -0.94
F -2.07 0.24 -0.28
Cl -0.88 -0.98 -2.36
H 0.90 1.67 0.51
H -0.31 1.17 1.54
H 1.27 0.22 1.65
H -0.78 1.01 -1.41

Values from the calculation:
DFT total energy (eV): -21394.5288
Strongest force on any atom (Eh/bohr): 0.052
2S+1: 1
Relative energy (zero: lowest compared OMol25 entry of this formula, charge and spin) (eV): 0.7104
E_HOMO (Eh): -0.378
Structure (SMILES): CN(C#N)[C@H](F)Cl

=====

No. 2
The following is a quantum chemistry calculation of C33H30FeNO2 as an isolated structure in a non-equilibrium geometry, from OMol25.

Geometry (Å):
O 1.68 -1.58 -1.03
C 1.95 -0.89 -0.07
O 1.73 -1.20 1.24
C 1.20 -2.56 1.40
C 0.79 -2.66 2.83
C -0.53 -2.39 3.19
C -0.93 -2.51 4.53
C -0.01 -2.91 5.50
C 1.32 -3.16 5.14
C 1.72 -3.04 3.80
N 2.54 0.37 -0.14
C 3.10 0.76 -1.37
C 4.47 0.82 -1.50
C 2.13 1.06 -2.43
C 2.53 1.66 -3.63
C 1.61 1.87 -4.66
C 0.27 1.50 -4.50
C -0.15 0.97 -3.28
C 0.75 0.80 -2.24
H 0.34 -2.68 0.72
H 1.99 -3.27 1.14
H -1.24 -2.10 2.40
H -1.96 -2.29 4.80
H -0.33 -3.06 6.53
H 2.05 -3.45 5.89
H 2.75 -3.25 3.48
H 2.95 0.70 0.73
H 4.90 1.29 -2.38
H 5.12 0.61 -0.64
H 3.58 1.93 -3.75
H 1.96 2.32 -5.58
H -0.44 1.64 -5.32
H -1.19 0.68 -3.13
H 0.38 0.40 -1.30
C 7.50 -1.19 -6.76
C 6.28 -1.81 -6.27
C 6.53 -3.24 -6.13
C 7.90 -3.49 -6.53
C 8.50 -2.23 -6.92
Fe 7.78 -2.14 -5.06
C 9.24 -2.54 -3.81
C 9.08 -1.11 -4.01
C 7.72 -0.76 -3.69
C 7.02 -1.95 -3.17
C 5.72 -1.99 -2.60
C 5.21 -3.11 -1.90
C 3.83 -3.47 -1.95
C 3.34 -4.55 -1.23
C 4.20 -5.35 -0.45
C 5.57 -5.06 -0.44
C 6.07 -3.97 -1.15
C 7.98 -3.08 -3.37
H 7.62 -0.14 -7.04
H 5.33 -1.31 -6.10
H 5.79 -4.00 -5.85
H 8.37 -4.47 -6.63
H 9.48 -2.11 -7.38
H 10.16 -3.11 -3.93
H 9.87 -0.42 -4.30
H 7.27 0.23 -3.66
H 5.04 -1.16 -2.84
H 3.17 -2.91 -2.61
H 2.28 -4.77 -1.25
H 3.80 -6.18 0.15
H 6.25 -5.69 0.13
H 7.14 -3.78 -1.14
H 7.76 -4.11 -3.11

Values from the calculation:
Total charge: -1
DFT total energy (eV): -74673.7209
Strongest force on any atom (Eh/bohr): 0.137
2S+1: 5
⟨S²⟩: 6.085
E_HOMO (spin up / spin down) (Eh): 0.033 / -0.230